Entry 1:
Molecular formula: C4H13N2O
Method: DFT, ωB97M-V/def2-TZVPD

ORCA input file:
```
! wB97M-V def2-TZVPD RIJCOSX def2/J DEFGRID3
* xyz 1 1
C -2.327 -0.134 -0.090
C -1.485 1.117 -0.418
C 0.045 1.051 -0.134
N 2.894 -0.488 -0.170
C 1.647 -0.504 -0.964
N 0.550 -0.247 -0.144
H -2.512 -0.199 0.986
H -1.966 -1.029 -0.600
H -3.326 -0.031 -0.510
H -1.709 1.347 -1.463
H -1.879 2.036 0.026
H 0.545 1.654 -0.914
H 0.270 1.595 0.800
H 3.644 -1.052 -0.556
H 1.728 0.217 -1.793
H 1.527 -1.494 -1.421
H 0.014 -0.761 1.433
H 2.764 -0.704 0.811
H 0.023 -1.483 2.848
O -0.447 -0.892 2.273
*
```

Computed properties:
- Total energy: -344.5200 a.u.
- ΔE to the lowest compared entry with this formula, charge and spin: 648.2 kJ/mol

Atomic partial charges in e from the Löwdin method, atoms 1 to 6: atom 1 (C): -0.087, atom 2 (C): -0.166, atom 3 (C): -0.157, atom 4 (N): 0.143, atom 5 (C): -0.232, atom 6 (N): 0.172

Entry 2:
Molecular formula: C4H13N2O
Method: DFT, ωB97M-V/def2-TZVPD

ORCA input file:
```
! wB97M-V def2-TZVPD RIJCOSX def2/J DEFGRID3
* xyz 1 1
C 1.850 1.126 1.850
C 1.698 1.161 0.308
C 0.501 0.385 -0.086
C 0.761 -0.938 -0.349
N -0.166 -1.942 -0.760
N -0.731 1.036 -0.094
H 1.361 2.002 2.302
H 2.843 1.399 2.075
H 1.421 0.395 2.455
H 2.567 0.891 -0.343
H 1.485 2.305 0.028
H 1.677 -1.240 -0.566
H -0.586 -1.784 -1.677
H 0.316 -2.796 -0.648
H -0.983 -1.910 -0.119
H -1.546 0.542 0.157
H -0.619 1.983 0.125
H -3.724 -1.141 -0.477
H -3.098 0.389 -0.778
O -2.962 -0.636 -0.862
*
```

Computed properties:
- Total energy: -344.6593 a.u.
- ΔE to the lowest compared entry with this formula, charge and spin: 282.5 kJ/mol

Atomic partial charges in e from the Löwdin method, atoms 1 to 6: atom 1 (C): -0.069, atom 2 (C): -0.183, atom 3 (C): -0.307, atom 4 (C): -0.084, atom 5 (N): 0.195, atom 6 (N): 0.166

Entry 3:
Molecular formula: C4H13N2O
Method: DFT, ωB97M-V/def2-TZVPD

ORCA input file:
```
! wB97M-V def2-TZVPD RIJCOSX def2/J DEFGRID3
* xyz 1 1
N -0.264 -1.107 0.396
C 0.450 -0.043 0.704
C -0.580 1.234 0.781
C -1.767 1.012 1.743
O -1.355 -0.592 -1.948
C 1.412 0.304 -0.558
N 2.428 -0.661 -0.838
H -0.962 -1.012 -1.166
H -0.583 -1.633 1.214
H -1.852 -1.224 -2.473
H 0.988 -0.148 1.655
H 0.011 2.074 1.129
H -1.431 1.397 2.707
H -2.684 1.490 1.454
H -1.952 -0.042 1.936
H -0.883 1.405 -0.250
H 1.878 1.286 -0.445
H 0.727 0.332 -1.409
H 3.071 -0.693 -0.055
H 2.005 -1.577 -0.889
*
```

Computed properties:
- Total energy: -344.5362 a.u.
- ΔE to the lowest compared entry with this formula, charge and spin: 605.6 kJ/mol

Atomic partial charges in e from the Löwdin method, atoms 1 to 6: atom 1 (N): 0.265, atom 2 (C): -0.300, atom 3 (C): -0.063, atom 4 (C): -0.043, atom 5 (O): -0.054, atom 6 (C): -0.177